DFT (the ωB97M-V functional and the def2-TZVPD basis) results for the ion C3H5N2O2S with charge +1 in a non-equilibrium geometry.

Last column: natural (NBO) charge in e.
Positions of all 13 atoms, in Å:
S 2.03 0.06 -0.08  2.04
O 2.73 1.18 -0.60  -0.73
O 2.61 -1.21 0.07  -0.71
N -1.04 0.41 -0.54  -0.58
N -0.35 -1.62 0.25  -0.65
C -1.12 -0.94 -0.48  0.31
C 0.83 0.60 1.05  0.06
C -0.40 1.14 0.54  -0.45
H -1.74 0.91 -1.08  0.44
H -0.17 2.17 0.19  0.34
H -1.09 1.28 1.39  0.29
H -0.41 -2.60 0.44  0.43
H -1.87 -1.37 -1.15  0.22

Its multiplicity is 1. The value obtained for the frontier orbital gap (alpha / beta) is 7.87 / 7.87 eV. As for the charge: +1. As for the maximum force: 2.4 eV/A. For the energy relative to the best compared isomer or geometry (same formula, charge and spin), the calculation gives 3.986 eV.